[1]
The following is a DFT calculation (ωB97M-V with the def2-TZVPD basis set) of a cluster of 2 separate species, C2H3FO2S in total at a distorted geometry.

Each line ends with the Mulliken charge.
Cartesian coordinates (Å):
C 0.624 -0.050 0.713  -0.619
C -0.640 -0.629 -0.072  0.089
O -0.467 1.972 -0.362  -0.557
O 0.930 0.550 -1.890  -0.558
F -0.246 -1.729 -0.588  -0.183
S 0.124 0.786 -0.762  0.964
H 0.648 0.681 1.573  0.280
H 1.391 -0.752 0.754  0.313
H -2.364 -0.829 0.635  0.271

Output
Maximum force, eV Å⁻¹: 4.781
HOMO energy, hartree: -0.3687


[2]
The following is a DFT calculation (ωB97M-V with the def2-TZVPD basis set) of a structure of composition C6H9NO at a distorted geometry.

Each line ends with the Mulliken charge.
Cartesian coordinates (Å):
C 1.633 1.066 0.340  -1.231
C 0.404 0.187 0.247  0.490
C -1.013 0.768 0.271  -0.385
C -1.299 -0.645 -0.559  -0.458
C -0.001 -0.183 -1.057  -0.304
C 0.315 -1.213 0.904  0.054
H 1.954 1.334 1.464  0.293
H 2.459 0.781 -0.481  0.286
H 1.182 1.984 -0.328  0.248
H -1.460 1.004 1.414  0.254
H -1.206 1.644 -0.441  0.351
H -2.096 -0.923 -1.079  0.608
H -0.214 0.987 -1.191  0.076
H 0.628 -0.784 -1.803  0.374
H -1.318 -2.529 0.372  0.051
N -0.883 -1.722 0.196  -0.180
O 0.917 -1.758 1.729  -0.526

Output
Maximum force, eV Å⁻¹: 7.883
HOMO energy, hartree: -0.3230


[3]
The following is a DFT calculation (ωB97M-V with the def2-TZVPD basis set) of a cluster of 3 separate species, C4H14O4 in total at a distorted geometry.

Each line ends with the Mulliken charge.
Cartesian coordinates (Å):
O 0.494 -1.174 -2.527  -0.539
C 0.629 -1.996 -1.320  -0.503
C -0.296 -1.355 -0.270  -0.670
C 0.220 0.080 -0.160  -0.078
C 1.576 0.411 0.442  -0.435
O 1.534 0.836 1.774  -0.539
H 0.517 -1.708 -3.328  0.295
H 0.121 -2.907 -1.572  0.411
H 1.684 -1.967 -1.052  0.252
H -0.407 -1.897 0.706  0.337
H -1.272 -1.435 -0.695  0.343
H -0.579 0.557 0.530  -0.169
H 0.000 0.732 -0.999  0.365
H 2.119 1.025 -0.275  0.275
H 2.139 -0.550 0.593  0.254
H 1.641 1.790 1.813  0.319
O -2.345 0.298 2.510  -0.674
H -2.679 -0.600 2.626  0.297
H -1.560 0.317 1.934  0.468
O -0.888 3.057 -0.246  -0.614
H -1.517 2.831 -0.933  0.308
H -1.131 3.657 0.453  0.297

Output
Maximum force, eV Å⁻¹: 4.774
HOMO energy, hartree: -0.3679
SMILES: OCCCCO.O.O


[4]
The following is a DFT calculation (ωB97M-V with the def2-TZVPD basis set) of the molecule C16H13N3O4 at a distorted geometry.

Each line ends with the Mulliken charge.
Cartesian coordinates (Å):
C 2.524 0.733 2.308  -1.102
N 1.427 1.462 1.738  0.282
C 0.074 1.180 1.942  0.054
O -0.451 -0.073 2.173  -0.461
C -1.013 -0.607 1.047  0.505
C -2.035 -1.468 1.075  -0.714
C -2.525 -1.979 -0.133  -0.574
C -1.937 -1.613 -1.414  0.508
C -2.396 -2.089 -2.744  0.259
C -3.761 -2.057 -3.221  -0.431
C -4.081 -2.772 -4.391  -0.166
N -3.196 -3.449 -5.158  -0.571
C -1.902 -3.316 -4.801  -0.311
C -1.492 -2.825 -3.575  -0.607
C -0.825 -0.865 -1.406  -0.834
C -0.360 -0.347 -0.189  -0.094
C -0.756 2.231 1.896  -0.189
C -0.332 3.541 1.406  0.249
O -1.035 4.564 1.501  -0.648
N 0.932 3.661 0.807  0.307
O 1.316 4.633 -0.091  -0.400
C 1.644 2.494 0.810  0.288
O 2.632 2.375 0.093  -0.608
H 2.190 0.046 3.133  0.326
H 3.172 1.430 2.721  0.411
H 2.957 0.204 1.562  0.409
H -2.520 -1.863 1.989  0.403
H -3.365 -2.564 0.040  0.472
H -4.531 -1.516 -2.576  0.322
H -5.187 -2.894 -4.600  0.295
H -1.163 -3.898 -5.395  0.318
H -0.487 -2.829 -3.261  0.514
H -0.322 -0.535 -2.317  0.515
H 0.458 0.321 -0.243  0.528
H -1.870 2.193 2.002  0.392
H 0.631 5.119 -0.520  0.356

Output
Maximum force, eV Å⁻¹: 4.949
HOMO energy, hartree: -0.3326
SMILES: Cn1c(Oc2ccc(-c3ccncc3)cc2)cc(=O)n(O)c1=O